ORCA calculation (ωB97M-V/def2-TZVPD) on 2 unconnected molecules or ions with the total composition C3H7O5PS in a non-equilibrium geometry.

Summary:
HOMO level in eV: -9.274
Kohn-Sham gap in eV: 9.31

```
17
C3H7O5PS (ωB97M-V/def2-TZVPD)
C 0.010 1.900 -0.286
C 1.396 2.033 -0.461
C 1.813 -2.262 -0.351
O -1.844 -1.732 0.516
O -2.818 2.063 -0.176
O -2.285 0.539 1.709
O -0.633 0.723 -0.181
O 0.507 -2.235 0.321
P -0.808 -1.734 -0.519
S -2.348 0.733 0.068
H -2.467 -0.383 1.876
H -0.581 2.727 0.077
H 1.959 1.201 -0.690
H 1.641 3.069 -0.534
H 1.777 -2.056 -1.395
H 2.248 -3.109 0.007
H 2.433 -1.477 0.018
```

---

ORCA calculation (ωB97M-V/def2-TZVPD) on a molecular structure, C44H45IN5O6Rb in a non-equilibrium geometry.

Summary:
HOMO level in eV: -1.522
Net charge: -2
Kohn-Sham gap in eV: 5.10

```
102
C44H45IN5O6Rb (ωB97M-V/def2-TZVPD)
Rb 0.025 1.215 -1.192
C -3.045 4.697 0.567
C -1.696 4.219 0.048
C -0.680 5.354 0.009
O -1.208 3.163 0.897
C -1.836 3.570 -1.396
O -2.982 3.250 -1.747
O -0.757 3.450 -2.024
H -2.958 5.031 1.608
H -3.760 3.879 0.506
H -3.419 5.520 -0.043
H -0.378 5.644 1.022
H -1.102 6.225 -0.497
H 0.197 5.021 -0.542
H -1.028 3.553 1.758
C -0.037 -3.599 5.408
C -0.929 -2.422 5.691
C -1.673 -2.353 6.860
C -2.491 -1.269 7.139
C -2.574 -0.236 6.217
C -1.848 -0.285 5.041
C -1.004 -1.367 4.767
N -0.238 -1.446 3.608
C -0.371 -0.536 2.527
N 0.167 0.719 2.678
C 1.641 0.834 2.711
C 2.207 1.098 1.460
C 3.607 1.175 1.464
C 4.371 0.987 2.613
C 3.741 0.783 3.831
C 2.348 0.730 3.910
C 1.706 0.646 5.272
N -0.924 -0.882 1.436
C -1.603 -2.084 1.259
C -2.860 -2.286 1.833
C -3.584 -3.439 1.572
C -3.050 -4.414 0.746
C -1.795 -4.219 0.182
C -1.055 -3.068 0.418
C 0.273 -2.848 -0.249
H -0.045 -4.295 6.246
H 0.993 -3.274 5.237
H -0.367 -4.139 4.514
H -1.608 -3.172 7.569
H -3.064 -1.239 8.059
H -3.216 0.615 6.411
H -1.918 0.518 4.322
H -0.074 -2.389 3.292
H -0.121 1.228 1.850
H 4.129 1.374 0.527
H 5.458 1.030 2.574
H 4.324 0.686 4.743
H 2.320 1.179 6.002
H 1.598 -0.386 5.618
H 0.716 1.096 5.257
H -3.276 -1.506 2.461
H -4.569 -3.566 2.006
H -3.607 -5.318 0.530
H -1.382 -4.975 -0.477
H 0.730 -3.799 -0.529
H 0.960 -2.285 0.384
H 0.107 -2.258 -1.155
I -7.504 0.536 0.494
C -5.797 -0.086 -0.597
C -5.982 -0.842 -1.743
C -4.859 -1.272 -2.434
C -3.579 -0.953 -1.995
C -3.433 -0.174 -0.853
C -4.542 0.261 -0.140
C -2.361 -1.476 -2.781
O -2.600 -2.206 -3.761
O -1.235 -1.113 -2.351
H -6.977 -1.088 -2.088
H -4.956 -1.868 -3.332
H -2.443 0.096 -0.509
H -4.414 0.859 0.752
C 2.738 0.869 -6.904
N 2.665 -0.033 -5.766
N 3.158 0.513 -4.572
C 2.278 0.208 -3.505
O 2.509 0.493 -2.346
C 1.181 -0.500 -4.123
C 1.420 -0.578 -5.442
C 0.543 -1.155 -6.496
C 4.524 0.779 -4.437
C 4.965 1.641 -3.431
C 6.318 1.891 -3.286
C 7.248 1.312 -4.142
C 6.806 0.461 -5.144
C 5.456 0.185 -5.290
H 3.750 1.259 -6.990
H 2.041 1.710 -6.806
H 2.500 0.306 -7.805
H 0.321 -0.895 -3.586
H -0.309 -1.629 -6.010
H 1.078 -1.892 -7.097
H 0.169 -0.374 -7.163
H 4.243 2.076 -2.756
H 6.652 2.554 -2.498
H 8.305 1.512 -4.021
H 7.520 -0.006 -5.811
H 5.117 -0.512 -6.046
```

---

ORCA calculation (ωB97M-V/def2-TZVPD) on a molecular structure, C18H46O15S4V in a non-equilibrium geometry.

Summary:
⟨S²⟩: 0.806
HOMO level (alpha / beta) in eV: -7.626 / -7.651
Spin multiplicity: 2
Kohn-Sham gap (alpha / beta) in eV: 7.48 / 7.52

```
84
C18H46O15S4V (ωB97M-V/def2-TZVPD)
O 1.193 -1.681 -1.516
V -0.002 -1.431 -0.442
C 1.516 2.023 2.156
C 1.339 0.549 2.036
C 0.469 -0.215 2.956
O 1.012 0.294 0.697
H 2.246 2.349 1.415
H 1.996 1.994 3.134
H 0.618 2.569 2.442
H 2.339 0.156 2.218
H -0.411 0.318 3.316
H 1.022 -0.195 3.895
H 0.413 -1.288 2.772
C -2.837 -2.377 -2.919
C -2.096 -3.503 -2.184
C -1.666 -4.571 -3.095
O -1.153 -3.118 -1.226
H -3.510 -2.820 -3.652
H -2.034 -1.707 -3.227
H -3.554 -1.751 -2.387
H -2.870 -3.936 -1.550
H -1.160 -5.368 -2.551
H -1.005 -4.146 -3.850
H -2.438 -5.119 -3.636
O -0.081 2.217 -3.010
S -1.143 1.502 -2.185
O -0.871 0.156 -1.730
O -1.663 2.508 -0.889
C -1.482 3.905 -1.045
C -0.138 4.127 -0.377
C -2.735 1.584 -3.059
H -2.233 4.527 -0.559
H -1.438 4.240 -2.081
H 0.425 4.606 -1.177
H 0.287 3.227 0.067
H -0.310 4.780 0.478
H -3.591 1.214 -2.495
H -2.755 1.145 -4.056
H -2.924 2.655 -3.122
O -1.656 -1.309 1.039
S -2.975 -1.340 1.659
O -3.361 -2.432 2.498
O -3.362 0.105 2.286
C -3.043 1.278 1.577
C -4.204 2.216 1.980
C -4.283 -1.302 0.316
H -2.861 1.008 0.537
H -2.114 1.780 1.847
H -4.363 2.297 3.056
H -5.077 1.971 1.376
H -4.109 3.279 1.758
H -4.186 -0.496 -0.411
H -5.226 -1.270 0.862
H -4.173 -2.229 -0.247
O -0.246 -4.144 2.877
S 0.684 -4.112 1.774
O 0.849 -2.945 0.958
O 2.232 -4.521 2.336
C 2.753 -3.602 3.303
C 3.870 -4.374 3.993
C 0.267 -5.536 0.705
H 2.009 -3.299 4.039
H 3.097 -2.682 2.830
H 4.528 -4.838 3.259
H 3.582 -5.148 4.705
H 4.606 -3.768 4.522
H -0.810 -5.414 0.595
H 0.462 -6.449 1.268
H 0.703 -5.415 -0.287
O 3.767 4.391 0.278
S 4.598 4.452 -0.924
O 6.013 4.199 -0.707
O 4.066 3.458 -2.139
C 3.108 2.470 -1.740
C 3.243 1.266 -2.621
C 4.382 6.035 -1.835
H 2.104 2.893 -1.764
H 3.241 2.213 -0.689
H 4.291 0.972 -2.565
H 3.070 1.502 -3.671
H 2.655 0.415 -2.278
H 5.046 6.663 -1.242
H 3.385 6.476 -1.801
H 4.660 5.865 -2.875
```

---

ORCA calculation (ωB97M-V/def2-TZVPD) on 2 unconnected molecules or ions with the total composition C2H8 in a non-equilibrium geometry.

Summary:
HOMO level in eV: -11.836
SMILES: C.C
Kohn-Sham gap in eV: 12.97

```
10
C2H8 (ωB97M-V/def2-TZVPD)
C -1.264 1.085 0.232
H -0.807 0.102 0.158
H -0.676 1.911 0.656
H -1.882 0.945 1.135
H -1.683 1.506 -0.675
C 1.198 -1.122 -0.300
H 1.207 -0.111 0.092
H 0.673 -1.793 0.372
H 2.279 -1.338 -0.314
H 0.953 -1.186 -1.356
```

---

ORCA calculation (ωB97M-V/def2-TZVPD) on 6 unconnected molecules or ions with the total composition H12O6 in a non-equilibrium geometry.

Summary:
HOMO level in eV: -10.863
SMILES: O.O.O.O.O.O
Kohn-Sham gap in eV: 11.29

```
18
H12O6 (ωB97M-V/def2-TZVPD)
O -1.470 1.220 -0.310
H -2.273 1.559 -0.737
H -1.315 0.358 -0.809
O -0.916 -0.909 -1.799
H -0.766 -1.673 -1.185
H 0.035 -0.727 -1.974
O 1.650 -0.445 -1.247
H 1.659 0.349 -0.681
H 1.463 -1.145 -0.619
O 0.338 -2.039 0.420
H 0.662 -2.765 1.117
H 0.061 -1.295 1.002
O -0.460 -0.039 1.993
H -1.272 0.349 1.562
H 0.183 0.724 1.789
O 1.025 1.823 0.491
H 1.247 2.739 0.904
H 0.150 1.917 0.084
```

---

E_tot
In order: -1234.1951 -2750.7863 -4378.5767 -80.9624 -458.6548
Unit: a.u.
Energy relative to the best compared isomer or geometry (same formula, charge and spin)
In order: 2.993 0.784 4.149 0.536 0.480
Unit: eV